Record 1
{"formula": "C11H28O3SSb", "method": "ωB97M-V with the def2-TZVPD basis set", "multiplicity": 1, "total_charge": -1, "orbital_gap_ev": 6.86, "e_lumo_ev": 3.0, "homo_ev": -3.8, "largest_force_ev_per_a": 0.4, "species": ["C", "C", "O", "C", "C", "O", "C", "Sb", "S", "C", "C", "C", "C", "O", "C", "C", "H", "H", "H", "H", "H", "H", "H", "H", "H", "H", "H", "H", "H", "H", "H", "H", "H", "H", "H", "H", "H", "H", "H", "H", "H", "H", "H", "H"], "coordinates": [[-1.521, 1.648, 2.049], [-1.198, 3.136, 2.027], [-0.370, 3.520, 0.941], [0.976, 3.053, 1.018], [1.371, 2.259, -0.217], [1.161, 0.887, 0.007], [1.758, 0.065, -0.996], [1.810, -2.080, -0.426], [2.144, -4.635, 0.136], [0.811, -1.832, 1.526], [1.817, -1.756, 2.665], [-0.159, -2.545, -1.325], [-1.150, -1.389, -1.355], [-0.995, -0.639, -2.567], [-2.199, -0.126, -3.078], [-2.745, 1.035, -2.254], [-1.668, 1.284, 1.028], [-2.436, 1.465, 2.623], [-0.720, 1.055, 2.491], [-2.109, 3.731, 1.910], [-0.734, 3.450, 2.976], [1.628, 3.928, 1.142], [1.112, 2.401, 1.889], [0.770, 2.615, -1.070], [2.432, 2.434, -0.460], [1.235, 0.188, -1.955], [2.812, 0.364, -1.126], [2.612, -2.399, -1.960], [3.382, -1.871, 0.366], [0.850, -4.960, 0.304], [0.203, -0.926, 1.483], [0.149, -2.699, 1.621], [2.373, -0.811, 2.631], [2.555, -2.563, 2.585], [1.345, -1.829, 3.654], [0.015, -2.896, -2.348], [-0.565, -3.382, -0.748], [-0.989, -0.708, -0.507], [-2.195, -1.740, -1.302], [-2.953, -0.927, -3.147], [-1.973, 0.206, -4.098], [-2.014, 1.848, -2.216], [-2.955, 0.728, -1.225], [-3.674, 1.415, -2.694]], "nbo_charge": [-0.650, -0.053, -0.550, -0.091, -0.074, -0.580, -0.453, 1.379, -0.695, -0.780, -0.627, -0.809, -0.083, -0.552, -0.048, -0.640, 0.226, 0.203, 0.219, 0.175, 0.151, 0.167, 0.186, 0.171, 0.159, 0.183, 0.160, -0.236, -0.254, 0.106, 0.203, 0.199, 0.194, 0.220, 0.183, 0.221, 0.210, 0.175, 0.148, 0.148, 0.174, 0.213, 0.207, 0.196]}


Record 2
{"formula": "C7H10", "method": "ωB97M-V with the def2-TZVPD basis set", "multiplicity": 1, "orbital_gap_ev": [8.17, 7.52], "e_lumo_ev": [-0.4, -0.5], "homo_ev": [-8.6, -8.0], "largest_force_ev_per_a": 0.2, "smiles": "C=C[C@@H]1C=C=CC1.[H][H]", "species": ["C", "C", "C", "C", "C", "C", "C", "H", "H", "H", "H", "H", "H", "H", "H", "H", "H"], "coordinates": [[1.299, -1.088, -1.064], [1.280, -0.377, 0.059], [0.445, 0.848, 0.340], [-0.350, 1.394, -0.917], [-1.599, 0.543, -0.793], [-1.840, 0.299, 0.516], [-0.761, 0.610, 1.262], [1.908, -1.984, -1.147], [-0.322, -2.805, 2.152], [0.713, -0.819, -1.940], [1.886, -0.711, 0.902], [1.097, 1.609, 0.793], [0.168, 1.276, -1.875], [-0.533, 2.466, -0.774], [-2.064, 0.047, -1.643], [-0.580, -2.194, 1.815], [-0.747, 0.888, 2.314]], "nbo_charge": [-0.401, -0.164, -0.291, -0.445, -0.133, -0.106, -0.138, 0.207, -0.010, 0.190, 0.205, 0.219, 0.214, 0.231, 0.209, 0.006, 0.210]}


Record 3
{"formula": "C39H33N2O", "method": "ωB97M-V with the def2-TZVPD basis set", "multiplicity": 1, "total_charge": 1, "orbital_gap_ev": 7.04, "e_lumo_ev": -3.7, "homo_ev": -10.8, "largest_force_ev_per_a": 3.8, "smiles": "COc1ccc(C2([C@H](C(c3ccccc3)=[N+]3CCCC3)c3ccc(C#N)cc3)c3ccccc3-c3ccccc32)cc1", "species": ["N", "C", "C", "C", "C", "C", "C", "C", "N", "C", "C", "C", "C", "C", "C", "C", "C", "C", "C", "C", "C", "H", "H", "H", "H", "H", "H", "H", "H", "H", "H", "H", "H", "H", "H", "H", "H", "H", "H", "C", "O", "C", "C", "C", "C", "C", "C", "C", "C", "C", "C", "C", "C", "C", "C", "C", "C", "C", "C", "C", "H", "H", "H", "H", "H", "H", "H", "H", "H", "H", "H", "H", "H", "H", "H"], "coordinates": [[7.158, -0.442, -1.963], [6.001, -0.299, -1.769], [4.594, -0.071, -1.577], [3.905, -1.027, -0.839], [2.518, -0.915, -0.719], [1.830, 0.225, -1.105], [0.335, 0.340, -0.645], [-0.471, -0.663, -1.435], [-1.730, -0.410, -1.767], [-2.342, 0.915, -1.640], [-3.782, 0.744, -2.144], [-3.930, -0.697, -2.643], [-2.640, -1.439, -2.292], [0.039, -2.015, -1.795], [0.941, -2.318, -2.853], [1.362, -3.629, -3.091], [0.891, -4.666, -2.267], [0.018, -4.395, -1.197], [-0.410, -3.082, -0.986], [2.525, 1.183, -1.857], [3.915, 1.051, -2.058], [4.383, -1.904, -0.384], [1.913, -1.665, -0.190], [-0.004, 1.353, -1.094], [-2.284, 1.274, -0.601], [-1.788, 1.630, -2.272], [-4.461, 0.964, -1.307], [-3.981, 1.484, -2.920], [-4.800, -1.178, -2.175], [-4.105, -0.706, -3.718], [-2.235, -1.933, -3.195], [-2.859, -2.233, -1.556], [1.286, -1.472, -3.459], [2.056, -3.805, -3.928], [1.271, -5.682, -2.458], [-0.307, -5.226, -0.554], [-1.091, -2.881, -0.147], [2.080, 2.118, -2.231], [4.517, 1.769, -2.633], [-3.003, 6.191, 2.300], [-1.867, 5.844, 1.506], [-1.539, 4.526, 1.435], [-0.303, 4.269, 0.788], [0.203, 2.982, 0.797], [-0.534, 1.868, 1.253], [0.067, 0.470, 0.978], [-0.740, -0.717, 1.561], [0.151, -1.640, 2.148], [-0.257, -2.911, 2.523], [-1.607, -3.215, 2.437], [-2.522, -2.287, 1.934], [-2.106, -1.000, 1.546], [1.469, -1.027, 2.270], [1.404, 0.289, 1.781], [2.466, 1.165, 2.053], [3.689, 0.606, 2.491], [3.773, -0.740, 2.843], [2.667, -1.582, 2.742], [-1.762, 2.146, 1.915], [-2.315, 3.440, 1.924], [-3.010, 7.275, 2.309], [-3.925, 5.811, 1.869], [-2.909, 5.819, 3.337], [0.294, 5.066, 0.352], [1.162, 2.751, 0.328], [0.451, -3.634, 2.885], [-2.002, -4.183, 2.736], [-3.584, -2.478, 1.883], [-2.804, -0.236, 1.174], [2.371, 2.231, 1.845], [4.541, 1.284, 2.595], [4.742, -1.123, 3.177], [2.724, -2.627, 3.012], [-2.406, 1.388, 2.378], [-3.297, 3.683, 2.357]], "mulliken_charge": [-0.531, -0.294, 0.273, -1.136, -0.025, 1.142, 0.429, -0.342, 0.346, 0.476, -0.775, -0.641, -0.305, -0.417, -0.097, -0.826, -0.596, -1.181, 0.719, -0.797, -0.834, 0.471, 0.340, 0.639, -0.429, 0.467, 0.363, 0.351, 0.281, 0.336, 0.332, 0.206, 0.458, 0.440, 0.395, 0.467, 0.251, 0.395, 0.485, -0.855, -0.416, 0.519, -1.197, -0.432, 0.508, 2.454, -0.777, 0.662, -0.210, -1.154, -1.258, 0.086, -0.110, -0.250, -0.453, -0.745, -1.039, -0.411, 0.031, -1.309, 0.262, 0.331, 0.367, 0.486, 0.317, 0.511, 0.397, 0.476, 0.428, 0.478, 0.459, 0.403, 0.473, 0.730, 0.402]}


Record 4
{"formula": "C4H10O2", "method": "ωB97M-V with the def2-TZVPD basis set", "multiplicity": 2, "total_charge": 1, "orbital_gap_ev": [11.16, 7.79], "e_lumo_ev": [-4.1, -7.7], "homo_ev": [-15.2, -15.5], "largest_force_ev_per_a": 1.4, "species": ["C", "C", "C", "O", "C", "H", "H", "H", "H", "H", "H", "H", "H", "H", "H", "O"], "coordinates": [[0.920, -0.487, 1.806], [1.023, 0.271, 0.556], [-0.079, 0.847, -0.114], [-1.254, 0.660, 0.414], [0.023, 1.665, -1.350], [-0.098, -0.821, 2.012], [1.324, 0.200, 2.563], [1.662, -1.290, 1.808], [1.990, 0.532, 0.144], [-1.951, 0.423, -0.228], [0.861, 1.305, -1.955], [0.079, 2.742, -1.166], [-0.870, 1.437, -1.943], [-0.840, -3.185, -0.852], [0.197, -2.198, -0.406], [-0.471, -2.321, -1.088]], "nbo_charge": [-0.715, 0.046, 0.525, -0.581, -0.716, 0.265, 0.303, 0.277, 0.233, 0.542, 0.265, 0.295, 0.256, 0.490, 0.454, -0.940]}


Record 5
{"formula": "C2H2Cl2NOP", "method": "ωB97M-V with the def2-TZVPD basis set", "multiplicity": 1, "orbital_gap_ev": [7.74, 7.74], "e_lumo_ev": [-1.6, -1.6], "homo_ev": [-9.4, -9.4], "largest_force_ev_per_a": 2.7, "species": ["C", "C", "N", "O", "P", "Cl", "Cl", "H", "H"], "coordinates": [[-0.474, -0.544, -1.217], [-0.216, 0.885, 0.424], [-0.440, 0.703, -0.913], [-0.644, -1.427, -0.283], [-0.437, -0.800, 1.314], [-0.486, 2.427, 0.962], [2.191, 1.020, 0.351], [-0.482, -1.080, -2.147], [0.989, -1.184, 1.509]], "nbo_charge": [0.509, -0.036, -0.548, -0.683, 0.837, 0.168, -0.493, 0.208, 0.039]}


Record 6
{"formula": "CNO2S2", "method": "ωB97M-V with the def2-TZVPD basis set", "multiplicity": 1, "total_charge": -1, "orbital_gap_ev": [5.03, 5.03], "e_lumo_ev": [1.2, 1.2], "homo_ev": [-3.9, -3.9], "largest_force_ev_per_a": 2.7, "species": ["C", "N", "O", "O", "S", "S"], "coordinates": [[-2.191, -0.263, -0.030], [-3.161, 0.349, 0.154], [1.730, 1.564, 0.199], [-1.267, -1.027, -0.106], [3.215, -0.866, 0.132], [1.675, 0.242, -0.348]], "nbo_charge": [0.582, -0.775, -0.831, -0.776, -0.378, 1.178]}


Record 7
{"formula": "C40H39Cl3LuNO2P2S4", "method": "ωB97M-V with the def2-TZVPD basis set", "multiplicity": 1, "orbital_gap_ev": 7.76, "e_lumo_ev": 0.1, "homo_ev": -7.7, "largest_force_ev_per_a": 2.0, "species": ["Lu", "S", "P", "C", "P", "S", "C", "C", "C", "C", "C", "C", "C", "C", "C", "C", "C", "C", "C", "C", "C", "C", "C", "C", "C", "C", "C", "C", "C", "C", "H", "H", "H", "H", "H", "H", "H", "H", "H", "H", "H", "H", "H", "H", "H", "H", "H", "H", "H", "H", "C", "C", "C", "C", "C", "C", "C", "C", "C", "C", "H", "H", "H", "H", "H", "H", "H", "H", "H", "H", "H", "H", "H", "H", "S", "C", "N", "C", "C", "S", "H", "H", "H", "H", "H", "Cl", "C", "Cl", "Cl", "C", "O", "O"], "coordinates": [[-1.051, -0.653, 0.981], [0.394, -2.993, 0.891], [1.436, -1.666, -0.213], [0.577, -0.230, -0.727], [-0.601, -0.704, -1.936], [-2.330, -1.510, -1.227], [-1.037, 0.827, -2.838], [-2.317, 1.072, -3.319], [-2.591, 2.248, -4.001], [-1.577, 3.162, -4.245], [-0.287, 2.905, -3.803], [-0.022, 1.750, -3.082], [-0.092, -1.775, -3.327], [-0.290, -3.149, -3.242], [0.091, -3.973, -4.289], [0.668, -3.431, -5.427], [0.866, -2.061, -5.517], [0.490, -1.234, -4.471], [2.838, -1.072, 0.797], [3.440, 0.133, 0.450], [4.579, 0.559, 1.116], [5.113, -0.215, 2.136], [4.511, -1.416, 2.488], [3.381, -1.851, 1.813], [2.399, -2.605, -1.453], [3.169, -1.895, -2.370], [3.975, -2.573, -3.269], [4.024, -3.960, -3.248], [3.266, -4.668, -2.328], [2.452, -3.992, -1.431], [-3.095, 0.340, -3.145], [-3.600, 2.461, -4.330], [-1.791, 4.082, -4.775], [0.507, 3.611, -4.013], [0.967, 1.552, -2.684], [-0.756, -3.565, -2.356], [-0.059, -5.042, -4.215], [0.957, -4.073, -6.249], [1.313, -1.633, -6.406], [0.634, -0.167, -4.557], [2.988, 0.728, -0.334], [5.053, 1.494, 0.842], [6.001, 0.117, 2.659], [4.927, -2.010, 3.293], [2.909, -2.789, 2.077], [3.130, -0.812, -2.372], [4.564, -2.019, -3.990], [4.654, -4.490, -3.951], [3.299, -5.750, -2.313], [1.859, -4.535, -0.706], [1.268, 0.015, 5.164], [0.252, 1.111, 4.842], [0.409, 2.277, 5.829], [0.351, 1.664, 3.438], [1.578, 1.851, 2.810], [1.678, 2.607, 1.650], [0.567, 3.200, 1.074], [0.679, 4.118, -0.110], [-0.672, 2.962, 1.662], [-0.789, 2.187, 2.811], [1.014, -0.439, 6.122], [2.280, 0.420, 5.236], [1.253, -0.766, 4.407], [-0.752, 0.695, 4.971], [1.405, 2.716, 5.739], [0.282, 1.923, 6.854], [-0.328, 3.059, 5.639], [2.477, 1.443, 3.257], [2.655, 2.783, 1.217], [0.252, 3.650, -0.997], [1.720, 4.371, -0.310], [0.124, 5.039, 0.074], [-1.542, 3.467, 1.272], [-1.749, 2.129, 3.315], [-2.999, 1.750, -0.271], [-4.613, 1.802, 0.067], [-5.451, 0.762, 0.053], [-6.872, 1.008, 0.218], [-6.990, 2.375, 0.885], [-5.476, 3.285, 0.419], [-5.103, -0.132, -0.263], [-7.309, 0.229, 0.843], [-7.373, 1.000, -0.754], [-7.010, 2.299, 1.971], [-7.858, 2.932, 0.544], [-4.264, -2.444, 4.139], [-3.010, -1.871, 3.086], [-2.750, -2.947, 1.704], [-3.444, -0.283, 2.368], [-1.581, -1.657, 3.776], [-1.421, -2.107, 4.879], [-0.822, -1.010, 2.989]], "mulliken_charge": [0.299, -0.763, 1.242, -0.677, 1.543, -0.669, 0.934, -0.972, -0.609, -0.648, -0.866, -0.463, 0.290, -0.261, -0.799, -0.556, -0.729, -0.434, 1.200, -0.464, -0.711, -0.640, -0.717, -0.658, 0.670, -0.448, -0.754, -0.514, -0.693, -0.389, 0.430, 0.432, 0.385, 0.436, 0.515, 0.313, 0.416, 0.400, 0.436, 0.347, 0.289, 0.444, 0.390, 0.431, 0.424, 0.275, 0.414, 0.407, 0.425, 0.408, -1.563, 0.392, -1.577, 0.783, 0.004, -0.614, 1.069, -1.576, -0.644, -1.244, 0.375, 0.464, 0.182, 0.137, 0.324, 0.448, 0.371, 0.194, 0.414, 0.194, 0.363, 0.440, 0.774, 0.415, 0.221, -0.165, -0.094, -0.696, -0.498, -0.113, 0.237, 0.333, 0.312, 0.285, 0.404, -0.096, 0.331, -0.016, -0.170, 0.317, -0.636, 0.162]}


Record 8
{"formula": "C10H10N2OS", "method": "ωB97M-V with the def2-TZVPD basis set", "multiplicity": 1, "orbital_gap_ev": 8.21, "e_lumo_ev": 0.5, "homo_ev": -7.7, "largest_force_ev_per_a": 3.2, "smiles": "Oc1ccccc1CNc1nccs1", "species": ["C", "C", "C", "C", "C", "C", "C", "C", "C", "C", "H", "H", "H", "H", "H", "H", "H", "H", "H", "H", "N", "N", "O", "S"], "coordinates": [[0.440, -1.970, -0.530], [0.705, -2.910, -1.531], [1.316, -2.606, -2.743], [1.647, -1.253, -2.909], [1.448, -0.337, -1.914], [0.959, -0.677, -0.685], [0.631, 0.329, 0.454], [-1.261, 1.643, 1.292], [-1.151, 3.437, 2.604], [-2.501, 3.242, 2.722], [-0.424, -3.142, 0.737], [0.392, -3.906, -1.360], [1.447, -3.416, -3.400], [2.116, -0.850, -3.821], [1.900, 0.624, -2.100], [0.946, -0.113, 1.413], [1.210, 1.251, 0.242], [-1.476, -0.134, 0.393], [-0.561, 4.242, 3.003], [-3.201, 3.738, 3.350], [-0.797, 0.633, 0.553], [-0.461, 2.563, 1.792], [-0.341, -2.203, 0.615], [-2.984, 1.815, 1.824]], "nbo_charge": [0.290, -0.267, -0.195, -0.218, -0.201, -0.064, -0.228, 0.299, -0.027, -0.472, 0.485, 0.200, 0.221, 0.215, 0.219, 0.208, 0.230, 0.410, 0.209, 0.236, -0.603, -0.542, -0.690, 0.285]}


| no. | molar mass (g/mol) | E_tot (eV) |
| --- | --- | --- |
| 1 | 362.2 | -35373.263 |
| 2 | 94.2 | -7415.554 |
| 3 | 545.7 | -45999.170 |
| 4 | 90.1 | -8396.337 |
| 5 | 157.9 | -39975.549 |
| 6 | 122.2 | -28293.119 |
| 7 | 1037.3 | -180809.579 |
| 8 | 206.3 | -26394.580 |